ORCA calculation (wB97M-V/def2-TZVPD) on C35H48N5O2SiZn as an isolated structure.

Each line ends with the natural charge from an NBO analysis.
CARTESIAN COORDINATES (ANGSTROEM)
Zn -0.08057 -0.20318 0.10624  1.629
C -0.02282 0.53287 2.00959  -1.619
Si 1.29444 1.79901 2.03561  1.685
C 2.61181 1.08303 0.86962  -0.692
N 2.08018 0.47715 -0.38213  -0.556
C 1.87293 1.53175 -1.42095  -0.231
C 2.57290 1.22409 -2.73499  -0.410
C 4.06870 1.01416 -2.50957  -0.408
C 4.32845 -0.00873 -1.38573  -0.433
C 3.01259 -0.56653 -0.86082  -0.219
C 2.18456 2.06052 3.66283  -0.510
C 2.25976 3.31221 4.27552  -0.195
C 2.90240 3.47906 5.49553  -0.198
C 3.48722 2.39232 6.12469  -0.201
C 3.42633 1.13764 5.53481  -0.235
C 2.77953 0.97865 4.32007  -0.133
C 0.70376 3.48391 1.44637  -0.495
C -0.59593 3.91710 1.71757  -0.200
C -1.03502 5.18073 1.34640  -0.210
C -0.17106 6.05096 0.70101  -0.206
C 1.13633 5.66063 0.45049  -0.232
C 1.56313 4.39548 0.82659  -0.142
H -0.97715 0.89925 2.38179  0.229
H 0.28032 -0.25825 2.70647  0.230
H 3.06661 0.27689 1.45406  0.223
H 3.42652 1.78119 0.65166  0.211
H 2.26176 2.47311 -1.03614  0.207
H 0.80232 1.69093 -1.57713  0.190
H 2.40710 2.06520 -3.41138  0.228
H 2.12235 0.35137 -3.21940  0.192
H 4.51983 1.97333 -2.24861  0.209
H 4.54298 0.69661 -3.43773  0.217
H 4.88687 0.44792 -0.56857  0.214
H 4.94062 -0.83653 -1.74474  0.221
H 3.17491 -1.25837 -0.03205  0.207
H 2.52573 -1.13338 -1.65494  0.194
H 1.81487 4.17422 3.79572  0.215
H 2.94797 4.45768 5.95353  0.216
H 3.99061 2.52044 7.07270  0.218
H 3.88142 0.28694 6.02350  0.214
H 2.73545 -0.01329 3.88378  0.185
H -1.27372 3.26621 2.25469  0.203
H -2.04482 5.49420 1.57663  0.212
H -0.50504 7.03967 0.41730  0.218
H 1.82532 6.34678 -0.02265  0.218
H 2.59839 4.12902 0.65457  0.197
O -1.01850 -0.15478 -6.89953  -0.716
C -0.30090 -1.22233 -6.32263  -0.094
C -0.29348 -1.05936 -4.82855  0.056
C 0.46325 -1.90910 -4.03073  -0.253
C 0.45027 -1.73352 -2.66235  0.041
N -0.25544 -0.77528 -2.05070  -0.584
C -1.01616 0.01619 -2.81565  0.275
C -1.05269 -0.08980 -4.19732  -0.256
C -1.87189 0.99286 -2.08461  0.152
C -2.71458 1.88193 -2.72543  -0.232
C -3.52319 2.71397 -1.96243  0.024
C -4.46733 3.68764 -2.62402  -0.096
O -4.04064 4.07805 -3.90843  -0.699
C -3.45684 2.60724 -0.58270  -0.194
C -2.57111 1.70554 -0.02074  0.067
N -1.78721 0.92064 -0.75263  -0.553
H -1.03088 -0.25938 -7.85600  0.489
H 0.73625 -1.25311 -6.67851  0.190
H -0.76178 -2.19010 -6.56169  0.193
H 1.06356 -2.70023 -4.45905  0.234
H 1.00749 -2.39648 -2.01569  0.233
H -1.66656 0.56727 -4.79284  0.252
H -2.75553 1.95619 -3.80180  0.245
H -4.62999 4.54676 -1.96574  0.185
H -5.43607 3.20089 -2.76108  0.210
H -3.32438 4.71643 -3.81959  0.475
H -4.06257 3.23159 0.05850  0.225
H -2.47017 1.61153 1.04756  0.217
C -0.24849 -5.75568 -0.57984  -0.608
C -0.41017 -4.73868 0.54329  0.095
C 0.66992 -4.94715 1.60047  -0.629
C -1.80227 -4.86098 1.16693  -0.637
N -0.19671 -3.41765 -0.10457  -0.475
N -0.32584 -2.28477 0.76824  -0.745
H -0.41940 -6.76507 -0.21088  0.225
H 0.75453 -5.70324 -1.00096  0.220
H -0.96798 -5.57234 -1.37995  0.207
H 0.66322 -5.98209 1.93676  0.231
H 0.51251 -4.32662 2.48398  0.206
H 1.65751 -4.73457 1.18938  0.220
H -1.94115 -5.84966 1.59927  0.233
H -2.58296 -4.71468 0.41775  0.212
H -1.95753 -4.14594 1.97674  0.201
H -0.91918 -3.29041 -0.81078  0.351
H 0.46294 -2.30120 1.41263  0.383
H -1.15944 -2.35867 1.35829  0.368

Forces on the atoms, in the same order (eV/Å):
Zn -0.025 0.102 0.077
C -0.048 -0.094 0.040
Si 0.083 0.212 -0.075
C -0.050 -0.092 -0.041
N -0.014 -0.022 0.061
C -0.042 0.027 0.008
C -0.092 0.056 -0.109
C 0.014 0.034 -0.038
C 0.005 -0.041 0.046
C -0.039 -0.120 -0.032
C 0.012 -0.014 0.072
C 0.048 -0.010 0.015
C -0.002 -0.020 -0.027
C 0.011 0.006 0.013
C -0.005 -0.004 -0.011
C -0.009 0.042 0.014
C -0.051 0.071 0.021
C 0.019 -0.009 -0.053
C -0.005 -0.021 0.014
C 0.008 0.042 -0.008
C -0.011 -0.034 0.022
C -0.010 -0.017 -0.014
H -0.115 0.061 0.073
H 0.002 -0.072 0.012
H 0.009 -0.033 0.046
H 0.031 0.039 -0.017
H 0.046 0.112 0.019
H 0.021 0.044 -0.021
H 0.005 -0.010 -0.004
H 0.034 0.044 0.036
H -0.005 0.029 0.003
H 0.005 -0.003 -0.023
H 0.007 0.004 0.013
H 0.000 -0.032 -0.004
H 0.031 -0.009 -0.025
H 0.097 0.079 0.097
H -0.045 0.041 -0.029
H -0.003 0.036 0.009
H 0.019 0.005 0.044
H 0.014 -0.033 0.018
H -0.009 -0.062 -0.036
H -0.066 -0.065 0.020
H -0.038 0.006 0.016
H -0.019 0.031 -0.013
H 0.029 0.021 -0.023
H 0.081 -0.054 -0.051
O 0.007 -0.004 -0.031
C -0.004 -0.020 0.005
C 0.049 -0.085 -0.028
C -0.007 -0.005 0.044
C -0.040 -0.052 0.019
N 0.000 -0.162 -0.181
C -0.068 0.096 0.069
C 0.008 0.038 -0.081
C 0.144 -0.112 0.003
C -0.015 0.071 -0.005
C -0.059 0.019 0.030
C -0.052 0.003 0.013
O 0.062 0.048 -0.050
C 0.061 -0.052 0.079
C -0.022 0.055 -0.139
N -0.018 0.032 -0.009
H -0.010 0.004 0.037
H -0.041 0.012 0.020
H 0.035 0.044 0.016
H 0.007 -0.031 -0.032
H -0.019 -0.022 0.010
H 0.015 -0.022 -0.009
H -0.009 -0.004 0.011
H 0.014 -0.016 -0.017
H 0.022 0.001 0.029
H -0.038 -0.005 -0.036
H -0.043 0.034 0.022
H 0.022 -0.010 0.133
C 0.006 0.026 0.000
C -0.009 0.059 0.011
C 0.009 -0.012 -0.038
C 0.020 0.036 -0.036
N -0.187 0.087 0.125
N 0.114 -0.317 -0.012
H 0.002 -0.041 0.036
H 0.037 0.000 -0.011
H -0.041 0.019 -0.035
H -0.022 -0.051 0.029
H -0.014 0.047 0.010
H 0.013 0.010 -0.030
H 0.015 -0.073 0.022
H -0.008 0.011 -0.028
H -0.010 0.020 0.033
H 0.123 -0.032 0.010
H -0.069 -0.036 -0.096
H 0.090 0.120 -0.066

Properties
HOMO-LUMO gap, eV: 7.5
Charge: +1
Total energy, a.u.: -3855.43339

=====

ORCA calculation (wB97M-V/def2-TZVPD) on the molecule C4H6O2.

Each line ends with the natural charge from an NBO analysis.
CARTESIAN COORDINATES (ANGSTROEM)
C -1.89599 0.63906 -0.10095  -0.397
C -0.90848 -0.30144 -0.38945  -0.218
C 0.13932 -0.67430 0.59962  -0.147
O 1.35636 -0.87244 -0.11571  -0.500
C 2.11038 0.21855 -0.27738  0.637
O 1.72132 1.29375 0.13666  -0.587
H -2.63585 0.88848 -0.89233  0.203
H -2.17870 1.21626 0.99811  0.217
H -0.75665 -0.87883 -1.38587  0.222
H 0.24248 0.12659 1.32206  0.226
H -0.18691 -1.66302 0.95339  0.207
H 2.99271 0.00734 -0.84815  0.137

Forces on the atoms, in the same order (eV/Å):
C 0.305 -0.696 0.746
C -2.069 2.041 -0.259
C -0.972 -0.416 -0.601
O 1.039 -0.803 -0.014
C -2.433 1.451 1.035
O 1.388 -0.655 -0.634
H 0.553 -0.263 0.697
H 1.520 -1.947 -3.297
H -0.802 1.444 1.577
H 0.065 -0.390 0.459
H 0.707 0.311 0.538
H 0.699 -0.077 -0.246

Properties
HOMO-LUMO gap, eV: 10.8
Relative energy (zero: lowest compared OMol25 entry of this formula, charge and spin), eV: 2.131
Total energy, a.u.: -306.42798

=====

ORCA calculation (wB97M-V/def2-TZVPD) on C23H45Cl3N2O6PPtSi as an isolated structure.

Each line ends with the Mulliken spin population.
CARTESIAN COORDINATES (ANGSTROEM)
C -1.97543 -2.22227 -4.60573  0.000
C -1.28610 -2.62451 -3.33070  0.000
H -1.62203 -2.88339 -5.41612  0.000
H -1.85000 -1.18828 -4.98288  0.000
H -3.05508 -2.42025 -4.50275  0.000
C -0.74183 -3.84897 -3.32625  0.001
C -0.76160 -4.79893 -4.50115  0.000
H -0.39210 -4.31165 -2.39379  0.000
H -0.31031 -4.39072 -5.42212  0.000
H -1.77776 -5.15765 -4.77761  0.000
H -0.14797 -5.67919 -4.25777  0.000
Pt -1.33074 1.49352 2.24269  1.158
Cl -2.73031 2.83274 0.86746  0.092
Cl 0.33991 1.15152 -0.37432  0.034
H 1.34888 4.90756 3.74814  -0.001
H -1.89686 6.85722 3.37926  0.001
C 1.02660 5.40760 2.83314  0.004
C -1.19320 6.67123 2.55246  0.002
N -0.42204 5.44345 2.79306  0.002
H 1.39121 4.76023 2.02089  0.000
C -0.95879 4.23186 2.84223  0.026
O -0.19967 3.20618 2.72715  0.017
H -1.83563 6.59221 1.65676  0.000
H -2.04543 4.11513 2.95298  -0.001
H 1.42748 6.41513 2.76176  0.001
H -0.51999 7.53300 2.45832  0.000
H 2.76813 -0.17254 -2.76323  0.000
H 2.61448 -2.61484 -2.44286  0.000
C 3.46303 -0.07851 -1.90704  0.000
C 3.41697 -2.49452 -1.68844  0.000
N 3.25252 -1.19903 -1.01995  0.000
H 3.32519 0.87349 -1.38556  0.000
C 2.93683 -1.00328 0.29660  0.000
O 2.98278 0.06204 0.89547  0.000
H 3.34323 -3.32014 -0.96127  0.000
H 2.55861 -1.91882 0.80605  -0.001
H 4.48182 -0.15373 -2.31606  0.000
H 4.37968 -2.50821 -2.24215  0.000
O -0.44531 -0.54861 -2.22285  -0.001
C -1.24225 -1.69598 -2.09071  0.002
C 0.24936 -2.92903 -0.39533  0.001
C -1.01430 -2.47029 -0.76872  0.000
H 1.11355 -2.61228 -1.00453  0.001
C 0.38463 -3.82944 0.65880  0.002
H -2.29195 -1.40905 -1.99445  -0.001
C -2.14266 -2.91315 -0.07886  -0.003
H 1.37346 -4.23719 0.90644  0.000
C -0.72589 -4.16537 1.43193  -0.001
C -2.01240 -3.74253 1.03456  -0.002
H -3.14584 -2.64455 -0.40885  0.005
H -0.61521 -4.82520 2.30006  0.000
H -2.90292 -4.07488 1.58066  0.003
Si -0.34122 1.47265 -2.31806  0.005
Cl -2.63559 -0.23130 1.96110  0.403
C 0.96897 2.26591 -3.50773  0.001
C -1.02149 3.30477 -1.90299  -0.011
C -1.74277 1.07709 -3.58861  0.000
H 1.97773 1.82937 -3.46725  0.000
H 1.01591 3.36376 -3.32834  0.000
H 0.61151 2.16708 -4.53877  0.000
H -1.52092 -0.00402 -3.78658  0.000
H -1.78790 1.69302 -4.53905  0.000
H -2.69929 1.13778 -3.05727  0.000
H -1.65619 3.32002 -0.99484  0.007
H -1.60496 3.69248 -2.75432  0.000
H -0.15604 3.98703 -1.75742  0.000
C -2.24007 -0.37331 5.05025  0.016
O -0.83971 -0.49668 4.78977  -0.024
P -0.08702 0.18758 3.56540  0.217
O 1.09217 0.90930 4.35000  -0.015
C 2.29148 1.55530 3.82504  -0.002
O 0.58845 -1.05616 2.76164  0.040
C 1.17757 -2.13789 3.52504  0.003
H -2.78672 -1.21483 4.62944  0.006
H -2.60618 0.53237 4.56475  0.006
H -2.39134 -0.35205 6.12663  0.004
H 2.54848 1.13614 2.83672  -0.007
H 2.14008 2.64906 3.73077  0.006
H 3.08898 1.35256 4.56645  0.001
H 0.41705 -2.91898 3.75831  0.000
H 1.96845 -2.59092 2.88657  0.002
H 1.64385 -1.72427 4.44847  -0.001

Forces on the atoms, in the same order (eV/Å):
C -0.098 0.196 -0.871
C 1.206 -0.283 0.281
H -0.288 0.377 0.292
H -0.056 -0.668 0.567
H 0.165 0.225 -0.016
C -0.416 -0.354 0.330
C 0.253 -0.583 -0.291
H 0.069 0.489 -0.369
H -0.195 0.037 0.336
H 0.503 0.205 0.231
H -0.290 0.091 -0.042
Pt 0.733 -0.339 -0.835
Cl -0.935 0.674 0.203
Cl 0.890 0.230 1.055
H 0.030 0.266 0.099
H 0.379 0.010 -0.054
C 0.463 -0.092 -0.577
C -0.674 -0.192 0.218
N -0.129 0.059 0.096
H 0.045 0.478 0.070
C 0.834 -1.125 -0.515
O -0.874 3.212 1.272
H 0.599 -0.095 0.167
H 0.334 0.260 -0.145
H 0.038 -0.035 0.011
H -0.165 -0.421 0.015
H 0.131 0.224 0.460
H 0.306 -0.037 0.273
C 0.120 -0.005 -0.464
C -0.530 0.342 0.168
N 0.135 -0.119 0.313
H -0.086 -0.330 -0.114
C -0.190 -0.035 -0.005
O 0.311 -0.596 -0.500
H 0.178 0.327 -0.307
H 0.378 0.147 -0.287
H -0.064 0.257 0.070
H -0.367 -0.098 0.540
O 1.210 -1.314 0.048
C -0.338 1.080 0.279
C 0.120 0.051 -0.345
C -0.112 -0.277 -1.078
H -0.747 -0.207 0.492
C 0.179 0.458 0.280
H -0.474 0.396 -0.009
C 0.163 -0.345 0.424
H -0.372 0.180 -0.011
C -0.728 -0.389 -0.246
C 0.707 -0.067 0.192
H 0.277 0.154 -0.011
H -0.036 0.208 -0.338
H 0.406 0.186 -0.138
Si -2.246 1.280 -1.971
Cl -2.323 -2.481 -0.581
C 0.769 -0.507 0.100
C 0.027 -0.351 0.582
C 0.155 -0.608 -0.608
H -0.081 0.286 -0.106
H 0.163 -0.878 0.147
H -0.003 -0.243 0.118
H -0.641 1.753 -0.332
H 0.048 -0.457 1.096
H -0.120 0.011 -0.195
H 0.507 0.203 -0.868
H 0.139 -0.148 0.098
H -0.419 -0.281 0.163
C -0.038 0.204 -0.256
O 0.230 -0.467 0.513
P 0.875 -0.246 -1.010
O 0.946 0.200 0.838
C -0.241 -0.308 -0.190
O -0.172 0.016 1.090
C 0.277 0.057 -0.076
H 0.138 -0.069 -0.065
H -0.178 -0.029 0.327
H 0.173 0.134 0.067
H -0.030 0.135 0.427
H -0.161 -0.691 0.124
H -0.422 0.084 -0.487
H 0.503 0.707 -0.093
H -0.561 0.347 0.440
H -0.313 -0.467 -0.506

Properties
HOMO-LUMO gap (spin up / spin down), eV: 5.0 / 5.4
Expectation value of S²: 2.0078
Spin multiplicity: 3
Relative energy (zero: lowest compared OMol25 entry of this formula, charge and spin), eV: 2.825
Charge: -1
Total energy, a.u.: -3595.09862